(1)
C55H38Cl4N6OSTi as an isolated structure. Source: OMol25; level of theory: ωB97M-V with the def2-TZVPD basis set.

```
! wB97M-V def2-TZVPD RIJCOSX def2/J DEFGRID3
* xyz 0 3
Ti 1.134 -0.275 0.464
Cl 5.127 8.161 2.022
C 4.315 6.652 1.732
C 3.145 6.640 0.989
C 2.506 5.434 0.757
C 3.009 4.239 1.270
C 4.195 4.283 2.001
C 4.850 5.481 2.237
C 2.333 2.938 1.043
C 1.916 2.608 -0.284
C 2.055 3.337 -1.475
C 1.246 2.724 -2.426
C 0.633 1.627 -1.795
C -0.214 0.588 -2.405
C -1.428 0.957 -3.115
C -1.730 2.297 -3.424
C -2.905 2.651 -4.063
C -3.822 1.670 -4.397
Cl -5.303 2.109 -5.196
C -3.581 0.344 -4.074
C -2.407 -0.001 -3.435
C 0.235 -0.754 -2.332
N 1.082 -1.180 -1.333
C 1.475 -2.465 -1.624
C 2.165 -3.315 -0.727
C 2.594 -4.636 -1.271
C 1.855 -5.781 -0.995
C 2.234 -7.013 -1.506
C 3.367 -7.089 -2.299
Cl 3.853 -8.629 -2.946
C 4.120 -5.964 -2.587
C 3.725 -4.739 -2.072
C 2.384 -3.064 0.614
C 2.918 -3.978 1.590
C 2.750 -3.425 2.814
C 2.147 -2.123 2.616
N 1.934 -1.935 1.293
C 1.940 -1.138 3.608
C 1.867 0.233 3.311
C 2.006 1.334 4.245
C 2.227 2.455 3.523
C 2.152 2.113 2.129
N 1.857 0.748 2.046
C 2.017 -1.583 5.025
C 1.128 -2.555 5.487
C 1.182 -3.028 6.788
C 2.139 -2.516 7.648
Cl 2.211 -3.085 9.291
C 3.041 -1.557 7.221
C 2.979 -1.103 5.912
C 0.903 -2.843 -2.862
C 0.110 -1.805 -3.287
N 1.069 1.539 -0.515
H 2.743 7.564 0.598
H 1.603 5.420 0.167
H 4.619 3.361 2.377
H 5.773 5.507 2.799
H 2.681 4.200 -1.620
H 1.128 3.006 -3.458
H -1.034 3.077 -3.161
H -3.110 3.686 -4.300
H -4.321 -0.408 -4.305
H -2.268 -1.028 -3.135
H 0.971 -5.705 -0.375
H 1.660 -7.903 -1.296
H 5.001 -6.049 -3.208
H 4.301 -3.850 -2.295
H 3.358 -4.933 1.361
H 3.039 -3.840 3.764
H 1.972 1.256 5.318
H 2.404 3.445 3.908
H 0.377 -2.943 4.810
H 0.484 -3.777 7.136
H 3.793 -1.184 7.901
H 3.707 -0.380 5.570
H 1.059 -3.786 -3.358
H -0.444 -1.752 -4.208
C -1.578 4.426 -0.501
C -2.574 3.942 0.537
C -1.934 3.092 1.630
N -1.874 1.704 1.162
C -1.594 0.600 1.814
S -1.200 -0.858 0.987
N -1.597 0.539 3.187
C -2.546 1.054 4.078
O -3.536 1.637 3.703
C -2.251 0.771 5.514
C -3.281 0.968 6.429
C -3.058 0.734 7.774
C -1.808 0.313 8.210
C -0.777 0.123 7.301
C -0.998 0.352 5.952
H -2.065 5.006 -1.284
H -1.045 3.600 -0.979
H -0.836 5.063 -0.023
H -3.369 3.359 0.065
H -3.073 4.789 1.011
H -2.523 3.135 2.541
H -0.907 3.408 1.843
H -1.842 1.586 0.153
H -1.066 -0.256 3.525
H -4.245 1.300 6.069
H -3.857 0.880 8.486
H -1.635 0.134 9.262
H 0.199 -0.203 7.636
H -0.178 0.220 5.261
*
```

Results
frontier orbital gap (spin up / spin down): 4.8 / 5.4 eV
LUMO energy (spin up / spin down): -0.93 / -1.37 eV
⟨S²⟩: 2.140
energy relative to the best compared isomer or geometry (same formula, charge and spin): 0.000 eV
HOMO level (spin up / spin down): -5.77 / -6.76 eV
electronic energy: -152684.819 eV

These are the Löwdin partial charges, in e, on atoms 1 to 2: 0.922 0.664

(2)
C55H39BrCl5FFeN5O8P2 as an isolated structure. Source: OMol25; level of theory: ωB97M-V with the def2-TZVPD basis set.

```
! wB97M-V def2-TZVPD RIJCOSX def2/J DEFGRID3
* xyz -1 5
Fe -1.760 0.432 0.901
O 0.825 -0.870 1.537
P 1.612 -2.032 1.045
C 0.801 -2.947 -0.316
P -0.273 -1.781 -1.352
O -1.321 -1.399 -0.370
C 1.037 -0.682 -1.996
C 1.030 0.695 -1.800
C 1.936 1.496 -2.474
C 2.872 0.931 -3.331
C 2.932 -0.447 -3.471
C 2.017 -1.250 -2.806
C -0.773 -2.994 -2.612
C -0.460 -2.927 -3.964
C -0.881 -3.933 -4.820
C -1.615 -5.006 -4.333
C -1.943 -5.067 -2.987
C -1.525 -4.061 -2.129
C 3.274 -1.578 0.465
C 4.144 -2.536 -0.052
C 5.425 -2.179 -0.438
C 5.842 -0.860 -0.320
C 4.976 0.099 0.182
C 3.697 -0.260 0.579
C 1.855 -3.283 2.346
C 3.072 -3.852 2.701
C 3.123 -4.796 3.718
C 1.968 -5.161 4.392
C 0.755 -4.575 4.060
C 0.699 -3.641 3.040
H 0.102 -3.637 0.162
H 1.542 -3.512 -0.882
H 0.297 1.130 -1.133
H 1.903 2.571 -2.342
H 3.548 1.561 -3.894
H 3.675 -0.896 -4.118
H 2.054 -2.326 -2.930
H 0.099 -2.085 -4.350
H -0.635 -3.880 -5.873
H -1.940 -5.790 -5.005
H -2.523 -5.898 -2.605
H -1.795 -4.082 -1.080
H 3.814 -3.565 -0.148
H 6.103 -2.927 -0.829
H 6.843 -0.581 -0.623
H 5.294 1.130 0.267
H 3.015 0.482 0.971
H 3.984 -3.557 2.199
H 4.074 -5.240 3.988
H 2.018 -5.887 5.194
H -0.146 -4.838 4.598
H -0.240 -3.171 2.776
Cl -2.371 -2.663 2.049
C -2.284 -1.543 3.369
C -2.046 -0.201 3.073
C -2.083 0.652 4.175
Cl -1.863 2.353 3.933
C -2.306 0.216 5.482
Cl -2.358 1.329 6.798
C -2.483 -1.141 5.727
Cl -2.720 -1.713 7.336
C -2.479 -2.031 4.659
Cl -2.699 -3.718 4.951
Br -6.676 6.186 -2.441
C -6.132 4.620 -1.495
C -7.090 3.873 -0.831
C -6.694 2.727 -0.156
C -5.359 2.347 -0.135
C -4.418 3.107 -0.821
C -4.798 4.253 -1.505
C -4.948 1.076 0.604
O -5.811 0.240 0.845
O -3.712 1.015 0.920
H -8.128 4.175 -0.856
H -7.421 2.108 0.351
H -3.391 2.770 -0.841
H -4.070 4.839 -2.051
C -0.584 4.875 1.155
C -1.212 3.660 0.975
N -0.575 2.495 1.108
C 0.698 2.508 1.492
C 1.426 3.688 1.715
C 0.752 4.891 1.504
C 2.853 3.721 2.032
C 3.641 2.904 2.755
C 3.323 1.850 3.713
C 4.372 1.222 4.395
C 4.039 0.334 5.397
N 2.780 0.045 5.710
C 1.854 0.668 4.988
N 2.059 1.555 4.030
H -1.133 5.796 1.017
H -2.260 3.599 0.707
H 1.158 1.545 1.623
H 1.268 5.833 1.645
H 3.360 4.573 1.588
H 4.703 3.128 2.727
H 5.404 1.445 4.158
H 4.799 -0.166 5.988
H 0.820 0.426 5.214
F 0.054 -0.396 -6.869
C -0.398 0.649 -6.148
C -1.501 0.514 -5.396
N -2.013 1.545 -4.654
C -2.983 1.239 -3.603
C -2.208 0.476 -2.488
O -1.686 -0.589 -2.904
O -2.123 1.037 -1.386
C -1.411 2.795 -4.654
O -1.832 3.747 -4.033
N -0.283 2.880 -5.449
C 0.354 1.883 -6.189
O 1.399 2.101 -6.766
H -2.027 -0.426 -5.336
H -3.772 0.601 -3.999
H -3.391 2.165 -3.213
H 0.187 3.772 -5.428
*
```

Results
frontier orbital gap (spin up / spin down): 7.0 / 7.1 eV
LUMO energy (spin up / spin down): 1.26 / 1.26 eV
⟨S²⟩: 6.008
HOMO level (spin up / spin down): -5.77 / -5.84 eV
electronic energy: -269843.363 eV

These are the Löwdin partial charges, in e, on atoms 1 to 2: 0.853 -0.334